17
Properties=species:S:1:pos:R:3:lowdin_spin:R:1 method="wB97M-V/def2-TZVPD" homo_lumo_gap_ev="6.41 / 7.02" s2=0.7504 spin_multiplicity=2 total_charge=+2
H -1.820 3.034 -0.842 0.00
O -2.084 1.321 0.336 0.00
O -2.533 -0.073 -1.264 0.00
O -2.026 -0.869 0.783 0.00
C -1.827 1.946 -0.894 0.00
C -2.517 1.169 -1.790 0.00
C -2.385 0.050 0.100 0.00
H -2.700 1.279 -2.855 0.00
C 1.494 0.895 -1.195 0.00
C 2.250 1.248 -0.019 0.04
O 2.144 0.585 1.045 0.21
Mg 2.714 1.180 3.002 0.70
Ag 0.794 -1.521 0.899 0.03
F 1.260 -0.477 -1.156 0.00
H 2.002 1.139 -2.135 0.00
H 2.831 2.182 -0.048 0.01
H 0.276 1.473 -1.219 0.00

***

45
Properties=species:S:1:pos:R:3:lowdin_charge:R:1 method="wB97M-V/def2-TZVPD" e_above_lowest_kj_mol=26.32 homo_lumo_gap_ev=9.37 spin_multiplicity=1 total_charge=+1
Be -1.164 -0.320 2.200 0.06
C 0.027 1.853 0.457 -0.04
C -1.268 1.190 -0.117 -0.38
C -0.890 0.398 -1.366 -0.05
O -1.731 0.275 0.906 -0.22
H 0.077 2.763 -0.129 0.09
H 0.954 1.309 0.168 0.05
H 0.033 2.217 1.428 0.06
H -1.950 2.058 -0.355 0.16
H -0.058 -0.347 -1.441 0.08
H -0.465 1.082 -2.030 0.05
H -1.766 -0.103 -1.829 0.07
O 2.888 1.305 1.703 -0.01
H 3.746 1.111 1.446 0.02
H 2.353 1.484 0.931 -0.01
O -2.167 -1.560 2.741 0.11
H -2.401 -2.349 2.231 0.14
H -1.880 -2.055 3.511 0.12
O 0.963 0.636 -4.741 -0.02
H 1.056 0.193 -5.561 0.02
H 0.099 0.369 -4.478 0.00
O -3.569 -1.719 -2.989 -0.01
H -4.366 -1.781 -3.457 0.04
H -3.134 -0.995 -3.426 0.04
O 1.447 1.160 4.112 -0.02
H 1.879 0.995 3.287 -0.02
H 2.227 1.387 4.585 0.06
O 3.654 1.191 -0.998 -0.03
H 3.308 1.629 -1.736 0.03
H 4.106 0.421 -1.456 0.11
O 0.429 -0.761 2.051 0.08
H 0.658 -0.718 1.114 0.07
H 1.245 -1.035 2.511 0.14
O 1.037 -2.675 -2.151 -0.01
H 0.092 -2.683 -2.327 0.06
H 1.276 -2.206 -2.923 0.03
O -1.205 0.771 3.511 0.07
H -1.922 0.779 4.144 0.12
H -0.393 1.088 4.006 0.10
O -3.557 -1.175 -0.406 -0.07
H -2.912 -0.544 -0.194 -0.07
H -3.291 -1.427 -1.325 -0.01
O 2.082 -1.114 -0.153 -0.01
H 2.609 -0.460 -0.557 -0.02
H 1.844 -1.638 -0.896 -0.01

***

32
Properties=species:S:1:pos:R:3:lowdin_spin:R:1 method="wB97M-V/def2-TZVPD" e_above_lowest_kj_mol=92.26 homo_lumo_gap_ev="2.68 / 5.26" s2=3.7693 spin_multiplicity=4 total_charge=-2
Sc -0.076 -0.352 0.226 0.51
Cl -0.206 1.729 -1.283 0.04
C -2.125 -1.049 0.143 0.01
H -2.174 -1.830 0.940 0.01
H -2.552 -1.547 -0.744 0.00
H -2.816 -0.231 0.440 0.00
V 0.205 0.399 -3.053 1.93
C -1.393 0.680 -4.197 0.02
C 1.751 1.224 -3.935 0.02
C 0.365 -1.423 -2.462 0.01
H 2.650 0.967 -3.364 0.00
H 1.851 0.793 -4.946 0.01
H 1.636 2.327 -3.972 0.00
H -2.261 0.136 -3.769 0.00
H -1.616 1.772 -4.269 0.00
H -1.168 0.297 -5.214 0.01
H -0.372 -2.258 -2.558 0.01
H 1.298 -2.008 -2.294 0.01
C 1.870 -0.119 2.742 0.08
C 0.374 0.191 2.824 0.01
C -0.437 -1.120 2.946 0.07
C 0.155 1.154 4.025 0.03
O -0.097 0.892 1.654 0.00
H 2.177 -0.469 3.746 0.03
H 2.440 0.803 2.509 0.01
H 2.094 -0.911 2.000 0.05
H 0.014 -1.752 3.741 0.04
H -1.482 -0.907 3.244 0.01
H -0.428 -1.673 1.928 0.04
H 0.678 2.093 3.809 0.00
H -0.913 1.420 4.160 0.01
H 0.559 0.771 4.982 0.01

***

23
Properties=species:S:1:pos:R:3:lowdin_charge:R:1 method="wB97M-V/def2-TZVPD" e_above_lowest_kj_mol=286.83 homo_lumo_gap_ev=9.35 spin_multiplicity=1 total_charge=0
C 3.511 -0.019 -0.746 0.04
C 2.557 -0.266 0.102 -0.36
C 2.703 0.225 1.461 -0.08
C 1.379 -1.239 -0.238 -0.17
N 0.119 -0.599 -0.143 -0.08
N -0.919 -1.294 0.463 0.01
C -2.184 -1.085 0.289 -0.18
C -2.818 -0.272 -0.760 -0.25
C -3.404 1.037 -0.240 -0.11
H 4.303 0.665 -0.666 0.05
H 3.453 -0.389 -1.720 0.04
H 3.232 1.155 1.498 0.07
H 3.168 -0.502 2.070 0.07
H 1.670 0.370 1.919 0.10
H 1.585 -1.578 -1.226 0.09
H 1.274 -2.078 0.510 0.14
H -0.168 -0.102 -0.968 0.11
H -2.869 -1.676 0.937 0.12
H -2.249 -0.016 -1.546 0.05
H -3.688 -0.844 -1.085 0.11
H -3.990 1.456 -1.130 0.10
H -4.147 0.784 0.505 0.06
H -2.889 1.823 0.234 0.05

***

9
Properties=species:S:1:pos:R:3:lowdin_charge:R:1 method="wB97M-V/def2-TZVPD" e_above_lowest_kj_mol=14.44 homo_lumo_gap_ev=11.73 spin_multiplicity=1 total_charge=0
C 1.169 0.485 -0.180 -0.12
O -0.196 0.554 -0.653 -0.37
P -1.318 -0.426 0.036 0.62
O -2.730 -0.106 -0.238 -0.36
H 1.532 1.484 -0.373 0.09
H 1.789 -0.139 -0.659 0.03
H 1.159 0.185 0.914 0.08
H -0.721 -1.668 -0.193 0.01
H -0.683 -0.367 1.346 0.02

***

9
Properties=species:S:1:pos:R:3:lowdin_charge:R:1 method="wB97M-V/def2-TZVPD" e_above_lowest_kj_mol=183.23 homo_lumo_gap_ev=10.91 spin_multiplicity=1 total_charge=0
O 1.779 -0.115 0.440 0.11
C 0.604 -0.063 0.166 -0.37
C -0.441 -1.017 -0.341 -0.07
O -1.319 0.140 -0.448 -0.13
C -0.450 1.048 0.168 -0.12
H -0.695 -1.696 0.552 0.16
H -0.290 -1.463 -1.365 0.15
H -0.317 1.965 -0.371 0.12
H -0.657 1.188 1.297 0.16

***

16
Properties=species:S:1:pos:R:3:lowdin_spin:R:1 method="wB97M-V/def2-TZVPD" e_above_lowest_kj_mol=140.99 homo_lumo_gap_ev="7.15 / 6.92" s2=2.0078 spin_multiplicity=3 total_charge=+1
C -1.054 1.295 -0.087 0.55
C -1.173 -1.201 0.063 0.04
C 1.014 -0.173 0.336 0.04
N 0.253 1.173 0.135 0.62
N 0.243 -1.207 -0.205 0.01
N -1.751 0.190 -0.168 0.61
N 2.284 0.016 -0.330 0.01
H -1.540 2.239 -0.043 0.04
H -1.846 -1.855 -0.626 0.01
H -1.523 -1.338 1.163 0.03
H 0.961 -0.297 1.393 0.02
H 0.744 2.106 0.285 0.01
H 0.311 -1.315 -1.259 0.00
H -2.687 0.187 -0.547 0.01
H 2.909 -0.716 0.063 0.00
H 2.853 0.896 -0.173 0.00

***

128
Properties=species:S:1:pos:R:3:lowdin_charge:R:1 method="wB97M-V/def2-TZVPD" e_above_lowest_kj_mol=2100.21 homo_lumo_gap_ev=7.11 spin_multiplicity=1 total_charge=0
O 0.038 -2.394 0.533 0.04
C -0.232 -1.259 0.101 -0.41
C -1.586 -1.025 -0.212 0.08
C -1.951 0.317 -0.897 -0.12
O -3.129 0.591 -1.527 0.07
C -0.956 1.428 -0.953 -0.37
O -1.249 2.501 -1.376 0.10
C 0.433 1.204 -0.376 0.12
C 0.802 -0.205 0.108 -0.11
O 2.141 -0.529 0.410 -0.01
H -2.555 -1.747 -0.195 0.15
H -3.772 -0.165 -1.320 0.10
H 1.273 1.922 -0.419 0.10
H 2.246 -1.472 0.896 0.14
O 5.831 -6.337 4.810 0.09
C 5.002 -5.523 4.368 -0.36
C 4.662 -5.468 2.933 0.10
C 3.831 -4.311 2.344 -0.12
O 3.321 -4.354 1.091 0.05
C 3.327 -3.140 3.206 -0.41
O 2.880 -2.184 2.748 0.15
C 3.649 -3.283 4.638 0.13
C 4.469 -4.444 5.220 -0.07
O 4.931 -4.571 6.529 0.16
H 4.926 -6.288 2.315 0.09
H 3.779 -5.061 0.575 0.14
H 3.506 -2.446 5.278 0.10
H 5.499 -5.097 6.802 -0.03
C 5.804 -0.806 0.756 -0.02
C 6.355 0.376 -0.022 -0.48
C 6.634 0.279 -1.505 -0.02
O 6.933 1.246 0.594 0.06
H 5.396 -0.478 1.778 0.11
H 6.517 -1.680 0.649 0.12
H 4.897 -1.089 0.373 0.01
H 7.272 -0.449 -1.672 0.01
H 7.164 1.019 -2.076 0.07
H 5.513 0.317 -2.014 0.15
C -0.226 5.094 -6.408 -0.05
C -0.328 4.340 -5.064 -0.46
C -0.864 5.297 -3.964 -0.04
O 0.011 3.182 -4.933 0.06
H 0.144 4.706 -7.431 0.11
H 0.540 5.791 -6.296 0.05
H -0.969 5.711 -6.819 0.05
H -1.241 4.680 -3.123 0.04
H -1.899 5.795 -4.270 0.13
H -0.095 5.858 -3.374 0.08
C 2.374 3.648 -2.629 -0.03
C 3.540 3.695 -3.609 -0.43
C 3.307 3.294 -5.053 -0.02
O 4.699 3.993 -3.125 -0.01
H 2.768 4.196 -1.741 0.09
H 1.782 2.759 -2.587 0.06
H 1.551 4.344 -2.802 0.05
H 2.382 3.970 -5.665 0.16
H 2.970 2.270 -4.801 0.09
H 4.236 3.353 -5.539 0.05
C 4.154 1.473 4.742 0.01
C 3.096 1.662 3.605 -0.40
C 3.538 2.145 2.287 -0.04
O 1.864 1.260 3.785 -0.03
H 5.038 1.049 4.520 0.03
H 3.352 1.089 5.361 0.08
H 4.446 2.544 4.738 0.10
H 4.597 2.302 2.215 0.06
H 3.066 3.053 1.881 0.09
H 3.400 1.381 1.486 0.08
C -4.123 -2.864 2.525 0.01
C -5.597 -2.403 2.406 -0.44
C -6.669 -3.302 1.880 0.01
O -5.841 -1.285 2.803 0.06
H -3.959 -3.274 3.357 0.00
H -3.389 -2.167 2.256 0.06
H -4.011 -3.515 1.708 0.07
H -6.289 -3.660 0.962 0.07
H -7.566 -2.923 1.906 0.02
H -6.661 -4.140 2.654 0.13
C 0.139 -5.377 2.835 -0.05
C -0.043 -4.564 4.123 -0.41
C -1.083 -3.436 4.159 0.00
O 0.757 -4.918 5.025 0.01
H 0.004 -4.895 1.835 0.06
H -0.528 -6.252 2.965 0.08
H 1.154 -5.844 2.449 0.11
H -1.629 -3.509 5.114 0.10
H -1.742 -3.342 3.195 0.09
H -0.930 -2.478 4.483 0.05
C -6.742 -0.150 -0.231 0.00
C -6.371 -1.280 -1.100 -0.41
C -7.414 -2.023 -1.950 -0.03
O -5.180 -1.724 -1.269 -0.02
H -6.067 0.633 -0.424 0.06
H -6.361 -0.168 0.739 0.07
H -7.752 0.120 -0.364 0.09
H -8.070 -2.427 -1.100 0.10
H -7.288 -3.012 -2.419 0.08
H -7.903 -1.228 -2.659 0.13
C -7.338 3.836 -1.046 -0.03
C -6.209 4.298 -1.953 -0.56
C -4.940 3.693 -1.608 -0.03
O -6.360 5.022 -2.904 0.07
H -7.529 4.689 -0.130 0.16
H -7.121 2.800 -0.686 0.04
H -8.164 3.770 -1.892 0.12
H -5.008 2.684 -1.206 0.07
H -4.449 4.220 -0.858 0.07
H -4.227 3.791 -2.390 0.08
C 1.308 6.373 0.853 -0.01
C -0.200 6.237 1.011 -0.51
C -0.791 5.128 0.132 -0.04
O -0.794 6.762 1.898 0.09
H 1.768 6.725 0.006 0.06
H 1.723 5.455 0.957 0.03
H 1.601 6.962 1.697 0.08
H -0.452 4.028 0.414 0.11
H -0.583 5.267 -1.022 0.07
H -2.015 5.369 0.081 0.13
C 0.863 -5.448 -4.154 -0.04
C 1.267 -5.755 -2.692 -0.49
C 1.479 -4.502 -1.700 -0.01
O 1.443 -6.877 -2.396 0.08
H 1.744 -5.236 -4.814 0.08
H 0.296 -4.338 -4.033 0.12
H 0.199 -6.142 -4.663 0.06
H 1.712 -4.726 -0.738 -0.01
H 0.611 -3.765 -1.883 0.10
H 2.526 -4.197 -1.962 0.10

***

Molecular weight: 280.3; 266.3; 263.6; 126.2; 80.0; 72.1; 101.1; 861.0 (g mol⁻¹)